ORCA calculation (wB97M-V/def2-TZVPD) on a gas-phase ion, C2NO2S2 (charge -1) at a distorted geometry.

**Multiplicity**: 1
**SMILES string**: O=c1nc([O-])ss1
**Lowest unoccupied orbital energy**: 0.130 hartree
**Charge**: -1
**Energy**: -1077.93631 Ha

Each line ends with the Löwdin charge.
Geometry (Å):
O (1.19, 2.10, 0.00)  0.03
C (0.60, 1.10, 0.01)  -0.77
N (0.27, 0.23, -0.88)  0.06
C (-0.39, -0.87, -0.64)  -0.87
O (-0.72, -1.72, -1.47)  -0.09
S (-0.82, -1.27, 1.13)  0.37
S (-0.13, 0.43, 1.84)  0.26

---

ORCA calculation (wB97M-V/def2-TZVPD) on a molecular structure, C19H37N5O2PZr at a distorted geometry.

**Multiplicity**: 1
**Lowest unoccupied orbital energy**: -0.073 hartree
**Charge**: +1
**Energy**: -1558.82888 Ha

Each line ends with the Löwdin charge.
Geometry (Å):
Zr (0.32, 0.02, 0.41)  1.52
C (-1.66, 2.69, 0.58)  -0.16
C (-1.92, 1.77, 1.76)  -0.17
N (-1.81, 0.36, 1.35)  -0.16
C (-2.89, -0.17, 0.50)  -0.16
C (-2.74, 0.14, -0.99)  -0.16
N (-1.36, -0.03, -1.47)  -0.13
C (-0.94, 1.01, -2.41)  -0.19
C (-0.73, 2.37, -1.70)  -0.17
N (-0.52, 2.22, -0.25)  -0.13
H (-1.49, 3.71, 0.93)  0.13
H (-2.55, 2.73, -0.06)  0.11
H (-2.91, 1.99, 2.18)  0.13
H (-1.17, 1.93, 2.53)  0.11
H (-1.79, -0.20, 2.20)  0.13
H (-3.87, 0.20, 0.84)  0.13
H (-2.88, -1.25, 0.64)  0.12
H (-3.06, 1.15, -1.21)  0.11
H (-3.42, -0.52, -1.53)  0.13
H (-1.27, -0.93, -1.95)  0.09
H (-1.65, 1.14, -3.22)  0.13
H (0.00, 0.68, -2.85)  0.09
H (-1.58, 3.03, -1.88)  0.12
H (0.14, 2.86, -2.14)  0.11
H (0.31, 2.72, 0.06)  0.06
N (-0.50, -2.98, -2.51)  0.02
C (-0.33, -3.56, -1.17)  -0.15
C (0.17, -2.45, -0.28)  -0.64
O (1.19, -1.79, -0.63)  -0.14
O (-0.49, -2.07, 0.72)  -0.09
H (-0.92, -3.65, -3.14)  0.09
H (0.42, -2.76, -2.88)  0.08
H (0.36, -4.41, -1.12)  0.13
H (-1.30, -3.89, -0.80)  0.12
C (1.96, -1.24, 3.65)  -0.05
C (2.02, 0.21, 4.03)  -0.23
C (2.43, 0.59, 5.29)  -0.06
C (2.49, 1.93, 5.66)  -0.09
C (2.13, 2.90, 4.74)  -0.06
C (1.71, 2.56, 3.46)  -0.22
C (1.32, 3.65, 2.50)  -0.05
C (1.63, 1.19, 3.09)  -0.31
N (1.18, 0.82, 1.85)  -0.23
H (2.47, -1.85, 4.39)  0.08
H (2.42, -1.42, 2.67)  0.06
H (0.92, -1.59, 3.58)  0.08
H (2.72, -0.17, 6.01)  0.11
H (2.82, 2.21, 6.65)  0.10
H (2.19, 3.95, 5.02)  0.11
H (1.88, 4.57, 2.70)  0.09
H (0.26, 3.90, 2.59)  0.07
H (1.52, 3.35, 1.47)  0.03
C (3.07, 2.71, -0.86)  -0.25
P (2.52, 0.97, -1.02)  0.77
C (3.87, 0.06, -0.19)  -0.25
C (2.83, 0.61, -2.79)  -0.26
H (4.03, 2.86, -1.36)  0.06
H (3.19, 2.93, 0.21)  0.04
H (2.35, 3.40, -1.29)  0.04
H (4.85, 0.38, -0.56)  0.05
H (3.75, -1.01, -0.37)  0.04
H (3.81, 0.24, 0.89)  0.04
H (3.88, 0.75, -3.04)  0.05
H (2.24, 1.28, -3.43)  0.04
H (2.55, -0.42, -3.00)  0.04

---

ORCA calculation (wB97M-V/def2-TZVPD) on 2 unconnected molecules or ions with the total composition CH7N2O at a distorted geometry.

**Multiplicity**: 1
**Lowest unoccupied orbital energy**: -0.146 hartree
**Charge**: +1
**Energy**: -226.80983 Ha

Each line ends with the Löwdin charge.
Geometry (Å):
N (0.11, 1.44, 0.20)  0.18
C (-0.06, 0.29, 0.82)  -0.17
N (1.01, -0.46, 1.09)  0.18
H (0.97, 1.64, -0.31)  0.15
H (-0.72, 1.85, -0.21)  0.14
H (-1.00, -0.17, 1.02)  0.15
H (0.84, -1.45, 1.39)  0.17
H (1.90, -0.02, 0.93)  0.13
H (-1.60, -0.46, -1.63)  0.05
H (-0.47, -1.57, -1.99)  0.07
O (-0.97, -1.10, -1.31)  -0.05

---

ORCA calculation (wB97M-V/def2-TZVPD) on C21H29N3O2 in the gas phase.

**Multiplicity**: 1
**SMILES string**: C=CCNC(=O)CN1[C@@H]2CCC[C@H]1C[C@H](NC(=O)c1ccccc1C)C2
**Lowest unoccupied orbital energy**: 0.023 hartree
**Energy**: -1132.39131 Ha

Each line ends with the Löwdin charge.
Geometry (Å):
C (0.27, -0.26, -5.07)  0.01
C (0.01, -0.11, -3.78)  -0.17
C (-1.28, 0.44, -3.25)  -0.18
N (-1.92, -0.50, -2.34)  0.07
C (-2.16, -0.23, -1.04)  -0.47
O (-1.85, 0.84, -0.54)  0.04
C (-2.86, -1.36, -0.28)  -0.07
N (-2.07, -2.16, 0.63)  -0.09
C (-0.83, -2.71, 0.10)  -0.29
C (-0.48, -3.95, 0.94)  -0.14
C (-0.31, -3.61, 2.41)  -0.18
C (-1.53, -2.83, 2.89)  -0.14
C (-1.87, -1.65, 1.97)  -0.29
C (-0.85, -0.50, 2.02)  -0.07
C (0.45, -0.76, 1.25)  -0.26
N (0.95, 0.52, 0.78)  0.11
C (2.10, 1.09, 1.19)  -0.45
O (2.89, 0.54, 1.94)  0.07
C (2.35, 2.44, 0.58)  -0.10
C (3.58, 2.63, -0.04)  -0.02
C (3.90, 3.83, -0.64)  -0.08
C (2.97, 4.86, -0.62)  -0.09
C (1.76, 4.69, 0.02)  -0.05
C (1.43, 3.48, 0.63)  -0.22
C (0.11, 3.36, 1.35)  -0.03
C (0.31, -1.69, 0.04)  -0.06
H (1.21, -0.65, -5.42)  0.05
H (-0.44, 0.02, -5.83)  0.06
H (0.74, -0.39, -3.04)  0.10
H (-1.96, 0.68, -4.07)  0.12
H (-1.09, 1.34, -2.66)  0.12
H (-2.17, -1.40, -2.72)  0.14
H (-3.67, -0.91, 0.30)  0.14
H (-3.30, -2.05, -1.02)  0.12
H (-1.03, -3.06, -0.92)  0.14
H (0.43, -4.41, 0.55)  0.11
H (-1.29, -4.67, 0.83)  0.12
H (0.59, -3.02, 2.56)  0.10
H (-0.21, -4.52, 3.00)  0.11
H (-1.38, -2.46, 3.91)  0.11
H (-2.39, -3.50, 2.90)  0.12
H (-2.84, -1.25, 2.31)  0.15
H (-0.62, -0.27, 3.06)  0.13
H (-1.33, 0.37, 1.58)  0.10
H (1.23, -1.13, 1.93)  0.13
H (0.32, 1.04, 0.19)  0.11
H (4.29, 1.81, -0.03)  0.12
H (4.85, 3.96, -1.13)  0.10
H (3.20, 5.81, -1.09)  0.10
H (1.06, 5.51, 0.06)  0.11
H (-0.21, 4.34, 1.70)  0.08
H (0.19, 2.69, 2.20)  0.08
H (-0.66, 2.97, 0.68)  0.08
H (1.25, -2.21, -0.13)  0.13
H (0.15, -1.05, -0.84)  0.08

---

ORCA calculation (wB97M-V/def2-TZVPD) on 15 unconnected molecules or ions with the total composition C13H40N3O17 at a distorted geometry.

**Multiplicity**: 1
**Lowest unoccupied orbital energy**: -0.199 hartree
**Charge**: +1
**Energy**: -1962.38461 Ha

Each line ends with the Löwdin charge.
Geometry (Å):
C (3.69, -0.28, 0.55)  0.03
C (4.13, 1.10, -0.03)  -0.42
O (5.11, 1.12, -0.70)  0.17
O (3.39, 2.29, 0.26)  0.09
C (2.49, 2.57, -0.75)  -0.40
O (2.67, 2.19, -1.88)  0.14
C (1.18, 3.35, -0.42)  0.01
C (0.07, 2.26, -0.26)  -0.20
C (-0.03, 1.65, 1.07)  0.12
C (-1.04, 0.62, 1.17)  0.10
C (-1.74, 0.43, -0.12)  -0.10
C (-2.82, -0.69, -0.12)  -0.10
C (-3.68, -1.04, -1.28)  0.02
C (-4.59, -2.12, -1.07)  -0.12
N (-4.80, -2.87, 0.02)  0.07
C (-4.02, -2.59, 1.08)  -0.10
C (-3.06, -1.52, 1.03)  0.01
N (-1.55, 1.10, -1.27)  0.08
N (-0.63, 2.05, -1.35)  0.17
H (2.96, -0.16, 1.38)  0.08
H (3.26, -0.91, -0.25)  0.10
H (4.63, -0.78, 0.88)  0.10
H (0.92, 4.11, -1.17)  0.14
H (1.30, 3.83, 0.58)  0.13
H (0.62, 1.90, 1.93)  0.14
H (-1.24, 0.07, 2.10)  0.10
H (-3.60, -0.52, -2.25)  0.10
H (-5.23, -2.37, -1.96)  0.10
H (-4.11, -3.18, 2.02)  0.13
H (-2.47, -1.34, 1.95)  0.09
H (-2.10, 0.90, -2.11)  0.17
O (-4.89, -3.14, -3.79)  -0.06
H (-4.84, -4.10, -3.86)  0.06
H (-4.26, -2.82, -4.45)  0.05
O (3.26, 3.92, -4.49)  -0.05
H (4.17, 3.60, -4.56)  0.03
H (2.86, 3.33, -3.83)  0.00
O (-1.94, -5.30, 0.78)  -0.05
H (-2.67, -4.73, 0.51)  0.01
H (-1.71, -5.79, -0.02)  0.05
O (-3.70, 2.42, 1.62)  -0.04
H (-4.42, 3.01, 1.35)  0.01
H (-3.45, 1.96, 0.82)  -0.01
O (-1.22, -0.76, 4.32)  -0.06
H (-1.78, -0.93, 5.09)  0.05
H (-0.38, -0.45, 4.70)  0.02
O (6.04, 5.47, -3.89)  -0.06
H (6.15, 4.70, -3.31)  0.01
H (5.12, 5.41, -4.17)  0.01
O (6.46, 2.10, -3.51)  -0.06
H (7.38, 1.78, -3.57)  0.00
H (6.05, 1.51, -2.87)  0.01
O (-1.51, -1.24, -3.20)  -0.03
H (-1.26, -0.54, -2.62)  -0.02
H (-0.73, -1.82, -3.25)  0.07
O (-6.45, -5.13, 1.60)  -0.06
H (-6.20, -6.02, 1.35)  0.04
H (-5.93, -4.56, 1.03)  -0.02
O (9.43, 1.87, -3.75)  -0.05
H (9.64, 2.58, -3.13)  0.05
H (10.23, 1.32, -3.74)  0.05
O (-1.35, -8.40, 1.66)  -0.06
H (-1.71, -8.63, 2.52)  0.04
H (-1.82, -7.59, 1.41)  0.00
O (-6.41, 3.60, 0.81)  -0.05
H (-6.48, 4.37, 0.23)  0.05
H (-7.27, 3.16, 0.71)  0.05
O (1.06, 1.00, 5.95)  -0.06
H (0.93, 1.44, 6.80)  0.05
H (1.94, 1.30, 5.67)  0.01
O (3.82, 0.61, 5.84)  -0.06
H (4.72, 0.28, 5.71)  0.05
H (3.45, 0.04, 6.52)  0.05

---

ORCA calculation (wB97M-V/def2-TZVPD) on a gas-phase ion, C7H8N5 (charge +1) at a distorted geometry.

**Multiplicity**: 1
**Lowest unoccupied orbital energy**: -0.212 hartree
**Charge**: +1
**Energy**: -544.85689 Ha

Each line ends with the Löwdin charge.
Geometry (Å):
C (-2.93, 1.03, 0.00)  0.01
C (-1.93, 2.03, -0.01)  -0.05
C (-2.48, -0.31, 0.03)  -0.06
C (-0.61, 1.70, 0.03)  0.00
C (-1.15, -0.67, 0.06)  0.00
C (-0.14, 0.36, 0.17)  -0.21
C (1.75, -2.20, 0.02)  0.05
N (3.46, 0.77, 0.08)  -0.07
N (3.32, -0.50, -0.01)  0.08
N (2.81, 1.68, 0.10)  0.32
N (1.95, -0.77, -0.01)  -0.13
N (1.17, 0.22, -0.01)  0.13
H (-3.88, 1.41, -0.17)  0.10
H (-2.01, 3.11, -0.18)  0.13
H (-3.26, -1.15, -0.11)  0.15
H (0.00, 2.56, -0.09)  0.11
H (-1.09, -1.75, -0.12)  0.11
H (0.98, -2.31, 0.66)  0.05
H (1.36, -2.46, -0.90)  0.09
H (2.68, -2.75, 0.47)  0.16

---

ORCA calculation (wB97M-V/def2-TZVPD) on C21H24N2O3S in the gas phase at a distorted geometry.

**Multiplicity**: 1
**SMILES string**: CSCC[C@H](NC(=O)c1ccco1)C(=O)N1CC=C(c2ccccc2)CC1
**Lowest unoccupied orbital energy**: 0.026 hartree
**Energy**: -1548.05698 Ha

Each line ends with the Löwdin charge.
Geometry (Å):
C (-2.13, 4.01, -0.54)  -0.40
S (-0.51, 4.79, -0.76)  0.80
C (0.34, 4.29, 0.78)  -0.47
C (1.51, 3.36, 0.50)  -0.21
C (1.05, 2.00, -0.02)  -0.23
N (0.39, 1.24, 1.03)  0.15
C (-0.79, 0.61, 0.85)  -0.41
O (-1.55, 0.85, -0.08)  0.04
C (-1.12, -0.39, 1.87)  -0.18
C (-2.22, -1.21, 1.95)  0.01
C (-2.00, -2.04, 3.08)  -0.05
C (-0.79, -1.67, 3.59)  -0.10
O (-0.25, -0.68, 2.87)  0.05
C (2.25, 1.12, -0.40)  -0.40
O (3.13, 0.95, 0.43)  0.07
N (2.26, 0.50, -1.59)  -0.04
C (3.02, -0.74, -1.68)  -0.12
C (2.08, -1.87, -1.39)  0.00
C (0.77, -1.77, -1.60)  -0.18
C (-0.18, -2.77, -1.08)  -0.18
C (0.04, -3.34, 0.17)  -0.04
C (-0.86, -4.24, 0.70)  -0.09
C (-2.01, -4.58, 0.00)  -0.09
C (-2.24, -4.02, -1.24)  -0.08
C (-1.34, -3.11, -1.78)  -0.03
C (0.17, -0.58, -2.32)  -0.10
C (1.21, 0.51, -2.59)  -0.12
H (-2.62, 4.44, 0.33)  0.03
H (-2.70, 4.25, -1.43)  0.03
H (-2.02, 2.93, -0.45)  0.00
H (-0.40, 3.81, 1.42)  0.08
H (0.69, 5.21, 1.26)  0.07
H (2.10, 3.21, 1.41)  0.12
H (2.16, 3.82, -0.25)  0.12
H (0.33, 2.13, -0.82)  0.11
H (0.99, 0.93, 1.78)  0.15
H (-3.06, -1.22, 1.29)  0.12
H (-2.65, -2.80, 3.45)  0.11
H (-0.23, -2.02, 4.43)  0.12
H (3.48, -0.82, -2.68)  0.13
H (3.82, -0.70, -0.94)  0.12
H (2.50, -2.75, -0.92)  0.11
H (0.91, -3.06, 0.73)  0.11
H (-0.68, -4.67, 1.68)  0.10
H (-2.71, -5.28, 0.42)  0.10
H (-3.13, -4.28, -1.80)  0.10
H (-1.53, -2.69, -2.75)  0.11
H (-0.65, -0.19, -1.71)  0.10
H (-0.26, -0.91, -3.27)  0.12
H (1.70, 0.33, -3.55)  0.13
H (0.74, 1.49, -2.65)  0.12

---

ORCA calculation (wB97M-V/def2-TZVPD) on 2 unconnected molecules or ions with the total composition C5H11O at a distorted geometry.

**Multiplicity**: 1
**Lowest unoccupied orbital energy**: -0.129 hartree
**Charge**: +1
**Energy**: -271.94432 Ha

Each line ends with the Löwdin charge.
Geometry (Å):
C (1.40, 1.18, -1.21)  0.05
C (1.80, -0.02, -0.53)  -0.18
C (1.68, -0.26, 0.93)  -0.03
C (-2.36, -0.28, -0.18)  -0.13
C (-2.82, -0.46, 1.05)  -0.04
O (0.43, 0.01, -1.31)  0.05
H (1.25, 1.94, -0.46)  0.14
H (1.82, 1.33, -2.26)  0.18
H (2.34, -0.89, -1.06)  0.19
H (1.41, 0.63, 1.46)  0.09
H (2.72, -0.52, 1.43)  0.16
H (1.20, -1.18, 1.21)  0.10
H (-1.77, -1.18, -0.54)  0.08
H (-0.44, 0.03, -0.86)  0.08
H (-2.69, 0.54, -0.97)  0.12
H (-3.38, 0.38, 1.54)  0.08
H (-2.57, -1.24, 1.75)  0.06

---

| no. | highest occupied orbital energy (eV) |
| --- | --- |
| 1 | -3.818 |
| 2 | -9.596 |
| 3 | -15.933 |
| 4 | -8.439 |
| 5 | -12.232 |
| 6 | -13.278 |
| 7 | -8.377 |
| 8 | -14.302 |